DFT (ωB97M-V with the def2-TZVPD basis set) results for C28H28F3GeNOReS2 as an isolated structure in a non-equilibrium geometry.

Computed properties:
- E_HOMO: -17.32 eV
- Gap between HOMO and LUMO: 0.2223 hartree

```
! RIJCOSX wB97M-V def2-TZVPD def2/J DEFGRID3
* xyz 3 1
F -3.71843 -2.64641 2.56086
C 1.45307 -0.86510 -2.73511
C 4.72332 -0.08374 -0.68060
H 3.85200 1.75722 2.80911
H -3.50025 -6.62601 0.53594
C 3.69692 0.89138 -0.12619
H -5.70971 -0.89825 -0.17651
C -4.07061 -0.42774 -1.49086
H 5.62606 -3.74653 -1.06590
F -4.11232 -0.58303 3.08447
H 5.50756 0.51530 -1.14404
C -2.72245 -5.91580 0.28876
C -0.70650 -4.10727 -0.37341
H 3.44011 -3.06142 -1.95720
C -1.43542 -6.10356 0.77141
F -5.65781 -1.76794 2.12386
C 2.54924 -3.66769 1.27131
C -2.00999 -3.93226 -0.86065
H 1.69055 -3.68250 1.93557
H 4.11752 1.57276 0.61476
H 2.13015 1.71044 3.25840
C 3.05521 1.13901 3.21795
C -0.42820 -5.20909 0.44290
H 2.04552 -0.44299 -1.92322
S -1.03654 -1.15851 1.69357
H 3.33990 0.88047 4.23812
C 3.53073 -3.31466 -0.90586
C 1.56215 -0.31218 -4.00302
C 2.40827 -3.30265 -0.07448
C 4.76767 -3.70291 -0.40832
C -2.69895 -0.31994 -1.60657
C 0.02541 -1.98477 -4.83265
N -1.92116 -0.59491 -0.54131
Ge 0.68710 -2.87256 -0.80096
C -2.47573 -0.96222 0.63180
H -0.51026 -2.42525 -5.66333
H -0.75193 -3.38255 -3.41220
H 5.18375 -0.68817 0.10023
O 1.09571 1.06211 0.72896
H 4.29965 -0.74300 -1.43355
H 3.79013 -0.76406 2.36042
Re 0.04379 -0.40390 -0.00196
H 2.10408 -0.81493 2.88980
C -4.63361 -0.81263 -0.27545
C 0.84993 -0.88151 -5.05016
C -4.36045 -1.53182 2.17888
H 2.20606 0.53805 -4.18425
H 3.17975 1.47574 -0.89008
C 4.89619 -4.06548 0.92555
C 3.78729 -4.04364 1.76740
H 5.85693 -4.38499 1.30741
H -4.00640 -4.70967 -0.93720
S 2.35247 0.05663 0.75642
C -0.11020 -2.52338 -3.56465
C 2.87468 -0.17037 2.46366
H -1.21117 -6.96012 1.39251
C 0.63116 -1.98409 -2.50263
H 3.88806 -4.34587 2.80171
H -4.69818 -0.21326 -2.34452
H -2.20043 -0.03629 -2.52409
H -2.24305 -3.11131 -1.53226
C -3.00821 -4.83277 -0.53740
C -3.82441 -1.09298 0.82673
H 0.57818 -5.40440 0.78908
H 0.93634 -0.46578 -6.04559
*
```

***

DFT (ωB97M-V with the def2-TZVPD basis set) results for C4H8ClFeO12S2 as an isolated structure in a non-equilibrium geometry.

Computed properties:
- E_HOMO (spin up / spin down): -13.66 / -13.66 eV
- Relative energy (zero: lowest compared OMol25 entry of this formula, charge and spin): 0.000 eV
- Gap between HOMO and LUMO (spin up / spin down): 0.2310 / 0.2171 hartree
- ⟨S²⟩: 6.01

```
! RIJCOSX wB97M-V def2-TZVPD def2/J DEFGRID3
* xyz 1 5
H 1.81027 -1.40250 0.37783
S -2.92636 1.36263 -0.21296
O -2.65839 1.90794 1.29917
O 1.08243 -0.61761 -3.71175
H 3.91896 -2.28356 -1.55669
O 1.83722 1.59818 -2.66246
H -1.14309 3.75472 0.08109
H 0.30523 2.65401 -0.04263
S 1.85756 0.12019 -2.67540
H 4.07005 -0.64398 -0.69798
C -1.29760 2.26140 1.53336
C -0.77084 2.73075 0.11322
H 1.55548 -2.49274 -0.89309
H -0.78077 1.44222 2.03329
C 3.44764 -1.35094 -1.24655
O -1.72548 -3.26236 2.14705
Fe -2.71496 -2.32822 0.10557
O -3.99546 2.13451 -0.76670
O -1.11577 -1.46529 1.37867
O 0.49711 -2.65385 2.34411
O 3.32229 -0.58452 -2.39530
Cl -0.84809 -2.26490 2.49395
O -3.04486 -0.08918 -0.24452
H -1.23164 3.12632 2.19341
C 1.96144 -1.50031 -0.69720
O 1.20221 -0.44016 -1.24825
O -1.45390 1.91297 -0.77161
O -1.16067 -1.62576 3.72228
*
```

***

DFT (ωB97M-V with the def2-TZVPD basis set) results for C10AlF30N5O20S10 as an isolated structure in a non-equilibrium geometry.

Computed properties:
- E_HOMO: -1.32 eV
- Relative energy (zero: lowest compared OMol25 entry of this formula, charge and spin): 7.204 eV
- Gap between HOMO and LUMO: 0.0718 hartree

```
! RIJCOSX wB97M-V def2-TZVPD def2/J DEFGRID3
* xyz -2 1
F 3.38955 3.09463 2.16089
F -2.72459 -1.74377 5.71511
S -1.69853 -4.23728 0.02501
O 1.37983 1.20772 1.18933
S -6.13232 1.01663 -5.09213
C -8.91063 1.53853 -2.58006
F -9.75683 0.97990 -1.67478
F 4.92023 -3.28312 1.00636
S 4.15519 -0.86955 -1.35166
F -8.79721 2.89178 -2.38020
Al 1.77819 -0.22624 0.58382
C 3.25257 -0.51475 -2.91731
F 4.37093 -2.69154 2.99906
F 3.98829 0.26089 -3.70993
O 3.21991 -0.56655 -0.22345
F 2.91028 4.47092 0.53000
O -0.63801 -2.46142 -2.11917
N 5.40519 0.01389 -1.29599
F 1.29805 0.29745 5.35748
F 3.04177 -1.68431 -3.47470
F -9.52515 1.40239 -3.78607
F -4.00372 -4.24009 -0.83089
O 1.18842 5.49348 2.99994
N 0.29072 3.25954 1.98064
O -1.38785 -5.06223 -1.06226
C -1.69188 -1.78745 6.57946
F 4.03952 -4.70382 2.41752
O -2.06447 -4.81740 1.25108
F -3.29916 -2.08840 -0.76615
F 3.58858 2.55302 -0.03085
O 0.38681 -0.95193 -0.51005
N -0.80940 -2.94923 0.37192
O 0.60548 2.86628 -0.41415
F -5.25242 -1.24298 -4.29616
S 2.18877 -3.20433 1.44794
F -3.99128 -0.28127 -5.92895
S 0.04515 4.72052 2.69358
O 6.68406 -0.43751 -3.59123
F -2.03900 -1.32842 7.75874
F 3.12371 -0.61901 4.63945
F 7.27664 1.69224 -0.39837
S 1.03872 -1.18815 3.23598
F -3.88220 -3.21887 1.06497
C 2.85154 3.20402 0.91442
C -0.84772 5.62880 1.30166
N -6.52347 1.35677 -3.66152
S 6.76778 -0.03012 -2.19352
F -1.80387 4.90833 0.73562
C 7.40985 1.55974 -1.64940
S -7.32782 0.52351 -2.57861
F 6.69481 2.45893 -2.34784
F 2.09185 0.14809 -2.78102
O -7.08206 0.24116 -5.86066
O 1.55970 -4.11741 2.39051
F 8.67088 1.74462 -1.90345
O -0.19363 -0.53422 2.86983
F -0.98314 -2.87170 6.59255
N 1.87206 -1.59810 1.87646
O 2.15948 -3.44220 0.04052
O 4.43278 -2.27838 -1.48846
C 1.94827 0.00013 4.23291
O -5.58275 2.23135 -5.66268
C -3.31379 -3.28608 -0.14118
O -6.74753 0.72192 -1.28972
F -1.50626 6.67185 2.01033
O 0.93921 -2.27163 4.25842
O 7.82085 -0.69480 -1.46242
O -0.92808 4.48042 3.72012
F -3.90142 0.36257 -3.84761
F 2.35534 1.14912 3.68915
S -0.24256 -2.20896 -0.75736
F -0.23553 6.21731 0.32209
O -7.68931 -0.78425 -2.92983
S 1.05397 2.65317 0.86539
C -4.69889 -0.06422 -4.81597
C 4.01755 -3.43993 1.97752
*
```

***

DFT (ωB97M-V with the def2-TZVPD basis set) results for C32H35N8RuS3 as an isolated structure in a non-equilibrium geometry.

Computed properties:
- E_HOMO: -9.82 eV
- Relative energy (zero: lowest compared OMol25 entry of this formula, charge and spin): 5.418 eV
- Gap between HOMO and LUMO: 0.2480 hartree

```
! RIJCOSX wB97M-V def2-TZVPD def2/J DEFGRID3
* xyz 1 1
N -5.47944 2.18456 0.22797
C -3.85260 0.16131 2.31987
C 0.80960 1.74563 0.02497
C -5.79785 3.46550 0.85913
C -4.45147 -1.42647 0.48878
S -3.66138 0.73700 -1.10277
C -0.04903 -0.53524 2.95639
C -0.56162 -1.79005 -1.23622
H -0.08442 -3.91507 -3.86408
C -4.47239 3.97343 1.41668
H -4.42715 5.05855 1.44356
H -2.81005 -2.80516 -5.17861
H -1.42712 -3.95453 -2.72103
H -3.45995 -0.28060 -5.61819
C 0.24684 -2.76565 -2.06513
N -1.12934 -0.72889 -2.06217
H -5.82749 4.38708 4.99015
C -5.90962 -1.27287 2.38563
N -0.10610 0.02935 1.51386
H -2.65115 1.61300 4.25086
H -7.19939 3.25692 3.26931
H -7.59452 -2.59119 2.38002
H -3.56546 -1.08860 -0.03386
C -2.54946 -0.02377 2.27944
N 1.48181 1.59567 -2.09015
H -0.55359 -1.00338 -6.18005
N -2.10467 -0.06085 -4.03729
H -6.52765 3.31782 1.65220
C 0.57307 2.17599 2.38523
C -1.27333 -0.17881 2.24266
H 0.75813 2.39609 4.54968
H 0.26422 -1.57015 3.01677
H 0.61998 -3.57790 -1.44083
C -4.40635 1.33960 3.05052
H 1.10235 -2.24981 -2.50574
C -6.19356 2.91225 3.47377
H -3.54051 3.56345 5.46547
H -7.03230 -3.59391 0.18964
C -1.76071 -2.48956 -5.22203
H -2.09617 0.86048 -3.61376
S -3.20754 3.34269 0.26299
H -6.20787 4.15171 0.11463
H -5.00475 -2.84472 -1.01709
C -3.64225 1.98772 4.02267
C 0.73497 2.35593 -2.82007
C -0.64922 -3.31253 -3.15185
C -2.38791 -0.13066 -5.46337
H 0.94304 3.17439 2.18849
N 0.85274 0.98813 -1.00123
H 2.24697 3.06393 -3.97713
H -1.98970 -1.46344 -7.10177
H 0.69749 3.69992 -4.35645
C -4.23592 2.02781 -0.20320
H -1.18441 -3.32393 -5.61959
H 0.06962 -1.31561 -0.48554
N 1.24531 2.97858 -3.92319
H 0.48189 0.00490 5.00959
H -6.15763 -0.84946 3.35024
C -5.42583 3.54715 4.43859
N -1.25043 -2.20898 -3.88627
C -6.71675 -2.26012 1.84096
C -4.76667 -0.84581 1.71194
C -4.14301 3.08326 4.70494
H -6.18801 1.50855 -0.01232
C -1.61089 -1.26308 -6.10040
C -6.39810 -2.82755 0.61495
H -6.29386 1.33318 2.03018
C -5.68501 1.82349 2.77809
H -1.35848 -2.32756 -0.71302
Ru -1.35074 1.00644 -1.01925
C -1.47858 -1.00310 -3.30390
C -5.26013 -2.40796 -0.05971
S -0.98980 2.66619 -2.50314
H 1.18901 2.76652 -0.04752
H -4.26897 3.56691 2.40640
C 0.51841 1.70675 3.75200
C 0.37888 1.34221 1.34770
C 0.34400 0.40249 4.01250
H -2.12143 0.82857 -5.90802
*
```

***

DFT (ωB97M-V with the def2-TZVPD basis set) results for C34H57IrN4OP2 as an isolated structure in a non-equilibrium geometry.

Computed properties:
- E_HOMO (spin up / spin down): -13.64 / -17.34 eV
- Relative energy (zero: lowest compared OMol25 entry of this formula, charge and spin): 0.038 eV
- Gap between HOMO and LUMO (spin up / spin down): 0.1825 / 0.1758 hartree
- ⟨S²⟩: 8.80

```
! RIJCOSX wB97M-V def2-TZVPD def2/J DEFGRID3
* xyz 3 6
P -0.24691 2.11136 -0.13221
C 1.17013 3.97847 1.43530
H -1.13055 5.11544 0.33547
C -1.82117 -1.12867 -4.07101
H -2.45478 -2.28587 -0.61306
N -1.60030 -0.33746 -1.06235
H -3.12864 1.28877 -0.15144
H -0.93903 -3.83223 -2.55583
C 1.18208 3.34115 0.02895
C 2.26804 1.59421 5.07511
H -0.97161 -5.64438 -0.99815
H -0.86476 -5.46044 0.75104
C -0.28989 -3.27480 -1.86414
H -2.89590 2.02484 1.45268
C 0.92295 1.81985 4.77525
H -3.92086 0.79328 -2.27981
H -2.18800 -1.93292 -3.42151
H -1.56610 4.11122 1.75542
C -1.62749 1.28621 -4.44980
H 0.68851 4.96311 1.44440
C 0.06271 1.49100 -1.87162
N 3.22516 -0.10866 1.98951
C -1.82111 4.35582 0.71610
C -2.21900 -3.30513 -0.27689
H 0.67299 3.33467 2.16794
H -2.28838 -1.24081 -5.05757
H -1.52386 -4.47676 2.31867
H 1.05648 -2.88338 4.43282
H -2.56709 -3.41913 0.75908
C 1.09915 4.41966 -1.07185
H -1.67727 -2.85209 3.04644
C 3.05767 -0.54106 -3.01874
H 0.74823 -3.56597 -2.07040
H 1.97934 -2.03307 3.17356
C -1.02591 -3.73182 2.94942
C -2.22394 3.49415 -1.60133
H -1.45572 4.12317 -2.06812
C -2.15831 0.23729 -3.47887
N 1.14230 0.73432 2.62633
C -1.88308 3.09876 -0.16305
H 0.83011 -5.43744 1.91476
C -3.03076 2.23739 0.38550
H 2.10625 4.84411 -1.20407
H 2.20261 4.11975 1.78266
Ir -0.30214 -0.18496 0.55834
C 2.11350 -1.39996 -0.98822
H 1.52719 -4.85895 3.42531
H 2.24895 -4.36207 1.88755
C 3.04643 0.95135 4.12284
C 3.10046 -1.45177 -1.96596
C -0.71739 -3.59480 -0.42757
H -0.62233 1.61451 3.29432
H -2.82398 4.81048 0.72189
C 1.94631 -2.46048 0.08812
C -3.67921 0.39270 -3.27265
H -2.13374 1.16067 -5.41852
C 0.97619 -2.36711 3.46443
C 0.41750 1.39675 3.54882
H 2.54061 1.72175 0.53792
C 2.06253 0.43101 -3.05854
H 0.43343 5.24941 -0.80991
H 0.80116 4.02855 -2.05179
H -4.10691 1.06487 -4.02570
C -1.51711 -0.26842 1.91335
C 1.29614 -4.56979 2.38992
H -0.90908 -4.17407 3.94993
H 2.67030 2.24719 -1.16583
H 2.69544 1.91584 6.02304
P 0.22516 -2.47444 0.77539
H 4.10791 0.73233 4.25125
H -3.97001 2.79936 0.26699
O -2.31704 -0.36753 2.75770
H -0.73426 -1.23139 -4.19346
H 4.22290 -0.14688 2.15062
H -2.39954 2.60715 -2.22126
H 0.60957 -5.34385 -0.26693
H 1.95876 1.13650 -3.88330
H 0.03003 2.24507 -2.65216
H 2.21937 -3.44582 -0.31117
H -2.77815 -4.01590 -0.90678
H -4.16488 -0.58563 -3.36364
C 1.16715 0.52378 -1.98744
C -1.47522 0.31155 -2.10013
H 3.85013 -2.23395 -1.89217
C 2.50412 2.58349 -0.13638
H -0.55055 1.15269 -4.61238
H 3.33598 3.25233 0.13136
H -0.40745 -2.20743 -2.08043
C 0.37341 -3.33932 2.44498
C -0.45693 -5.09244 -0.19665
H 2.91986 -0.15047 1.02322
H 0.34301 -1.48425 3.60411
C 2.44777 0.55354 2.90769
H -3.15699 4.07799 -1.58504
N 1.27204 -0.35403 -0.95721
H 0.24782 2.31624 5.46824
H 2.64281 -2.25444 0.91828
H -1.81723 2.30908 -4.10813
H 3.79186 -0.59189 -3.82078
*
```

***

DFT (ωB97M-V with the def2-TZVPD basis set) results for one molecule with the formula C2H5N3O in a non-equilibrium geometry.

Computed properties:
- E_HOMO: -10.08 eV
- Relative energy (zero: lowest compared OMol25 entry of this formula, charge and spin): 3.647 eV
- Gap between HOMO and LUMO: 0.3895 hartree
- SMILES string: [H]/N=C(N)\C=N/O

```
! RIJCOSX wB97M-V def2-TZVPD def2/J DEFGRID3
* xyz 0 1
H -2.20421 0.17860 1.13229
H 0.18159 1.48713 -1.12200
N -0.60324 1.35418 -0.50934
O 1.91689 0.63781 0.64450
H -1.21013 -1.30798 0.89043
C -0.53848 0.11808 -0.19898
H 0.59305 -1.72775 -1.17329
N -1.51896 -0.44574 0.47532
N 1.78682 -0.49880 -0.16495
C 0.56060 -0.88054 -0.49511
H 1.03608 1.08502 0.52113
*
```